Formula: C43H102N5O9
Source: OMol25
Level of theory: wB97M-V/def2-TZVPD

Results
LUMO energy (spin up / spin down) = 0.31 / -1.63 eV
Spin multiplicity = 2
E_tot = -72112.9950 eV
F_max = 0.068 Eh/bohr

Last columns: bonded neighbours and bond lengths (Å).
Positions of all 159 atoms, in Å:
1 C 0.02987 -0.95194 0.30530  C2 1.521, H4 1.090, H5 1.090, H6 1.090
2 C -1.37408 -0.45113 0.60956  C1 1.521, O3 1.350, H7 1.090, H8 1.090
3 O -2.03860 -1.07541 1.60471  C2 1.350
4 H 0.62284 -0.97254 1.21966  C1 1.090
5 H 0.55634 -0.41409 -0.48315  C1 1.090
6 H -0.04039 -1.95687 -0.11097  C1 1.090
7 H -1.89967 -0.58996 -0.33520  C2 1.090
8 H -1.33860 0.61465 0.83530  C2 1.090
9 C 0.54196 -1.39887 6.34537  C10 1.533, H15 1.090, H16 1.090, H17 1.090
10 C -0.17344 -1.92381 5.09469  C9 1.533, C11 1.486, N14 1.427, H18 1.090
11 C 0.68597 -2.77743 4.23361  C10 1.486, O12 1.403, H19 1.090, H20 1.090
12 O -0.01302 -3.18483 3.08777  C11 1.403, C13 1.415
13 C 0.86255 -3.96413 2.29495  O12 1.415, H21 1.090, H22 1.090, H23 1.090
14 N -1.27243 -2.75029 5.47627  C10 1.427, H24 1.010, H25 1.010
15 H 1.49193 -0.87311 6.24925  C9 1.090
16 H 0.83812 -2.27087 6.92848  C9 1.090
17 H -0.02705 -0.74207 7.00335  C9 1.090
18 H -0.60456 -1.15405 4.45461  C10 1.090
19 H 1.00779 -3.65699 4.79119  C11 1.090
20 H 1.51013 -2.13531 3.92289  C11 1.090
21 H 1.85582 -3.55055 2.12039  C13 1.090
22 H 0.42714 -3.96120 1.29570  C13 1.090
23 H 1.05235 -4.96743 2.67636  C13 1.090
24 H -0.86453 -3.55975 5.92180  N14 1.010
25 H -1.96587 -2.43922 6.14146  N14 1.010
26 C -6.64090 -0.28622 4.42200  C27 1.511, H32 1.090, H33 1.090, H34 1.090
27 C -5.86622 -1.36524 3.70120  C26 1.511, C28 1.553, N31 1.462, H35 1.090
28 C -5.72013 -1.05522 2.18675  C27 1.553, O29 1.470, H36 1.090, H37 1.090
29 O -5.15293 -2.22625 1.50369  C28 1.470, C30 1.407
30 C -5.05993 -2.00455 0.11694  O29 1.407, H38 1.090, H39 1.090, H40 1.090
31 N -4.54684 -1.40169 4.32958  C27 1.462, H41 1.010, H42 1.010
32 H -6.16841 0.67882 4.23882  C26 1.090
33 H -6.57054 -0.46160 5.49549  C26 1.090
34 H -7.69282 -0.28369 4.13641  C26 1.090
35 H -6.27962 -2.35702 3.88440  C27 1.090
36 H -5.12279 -0.14464 2.14066  C28 1.090
37 H -6.69045 -0.80147 1.75992  C28 1.090
38 H -5.99567 -1.81286 -0.40818  C30 1.090
39 H -4.65693 -2.96093 -0.21624  C30 1.090
40 H -4.33130 -1.25017 -0.17990  C30 1.090
41 H -4.17676 -0.46395 4.26804  N31 1.010
42 H -4.54262 -1.59084 5.32170  N31 1.010
43 C -2.47776 -1.55190 -4.60731  C44 1.565, H54 1.090, H55 1.090, H56 1.090
44 C -1.93880 -0.12708 -4.24832  C43 1.565, C45 1.560, N49 1.471, C53 1.531
45 C -1.40940 0.50612 -5.57251  C44 1.560, C46 1.502, H57 1.090, H58 1.090
46 C -1.00486 1.95014 -5.48029  C45 1.502, C47 1.550, H59 1.090, H60 1.090
47 C -2.15443 2.80259 -4.88453  C46 1.550, C48 1.537, H61 1.090, H62 1.090
48 C -2.75623 2.23584 -3.58826  C47 1.537, N49 1.507, C51 1.482, C52 1.609
49 N -3.00289 0.75763 -3.74904  C44 1.471, C48 1.507, O50 1.340
50 O -3.66520 0.16965 -2.74284  N49 1.340, H72 0.960
51 C -1.95690 2.52838 -2.37448  C48 1.482, H63 1.090, H64 1.090, H65 1.090
52 C -4.17177 2.97941 -3.41024  C48 1.609, H66 1.090, H67 1.090, H68 1.090
53 C -0.79376 -0.39141 -3.26777  C44 1.531, H69 1.090, H70 1.090, H71 1.090
54 H -2.83881 -2.15030 -3.77085  C43 1.090
55 H -1.75629 -2.18492 -5.12389  C43 1.090
56 H -3.41312 -1.43648 -5.15492  C43 1.090
57 H -0.56070 -0.08705 -5.91306  C45 1.090
58 H -2.18357 0.33021 -6.31938  C45 1.090
59 H -0.59989 2.36677 -6.40253  C46 1.090
60 H -0.13251 2.04025 -4.83301  C46 1.090
61 H -2.95917 2.99370 -5.59444  C47 1.090
62 H -1.79226 3.78593 -4.58455  C47 1.090
63 H -0.87974 2.45283 -2.52315  C51 1.090
64 H -1.89245 3.59050 -2.13816  C51 1.090
65 H -2.27778 1.96163 -1.50045  C51 1.090
66 H -4.92930 2.69133 -4.13912  C52 1.090
67 H -4.58233 2.76441 -2.42367  C52 1.090
68 H -4.13094 4.06359 -3.51509  C52 1.090
69 H -1.16595 -0.83962 -2.34653  C53 1.090
70 H -0.36106 0.55317 -2.93815  C53 1.090
71 H -0.04124 -1.09249 -3.62874  C53 1.090
72 H -2.97968 0.06627 -2.07878  O50 0.960
73 C 2.74195 4.07541 0.47557  C74 1.567, H84 1.090, H85 1.090, H86 1.090
74 C 2.97147 3.35382 1.84708  C73 1.567, C75 1.544, N79 1.479, C83 1.541
75 C 1.69292 2.53513 2.12597  C74 1.544, C76 1.528, H87 1.090, H88 1.090
76 C 1.86054 1.30859 3.02177  C75 1.528, C77 1.517, H89 1.090, H90 1.090
77 C 3.05121 0.43596 2.67403  C76 1.517, C78 1.592, H91 1.090, H92 1.090
78 C 4.40542 1.25260 2.49317  C77 1.592, N79 1.473, C81 1.543, C82 1.530
79 N 4.14255 2.46286 1.69534  C74 1.479, C78 1.473, O80 1.434
80 O 5.31408 3.07336 1.13857  N79 1.434, H102 0.960
81 C 4.79351 1.61134 3.94287  C78 1.543, H93 1.090, H94 1.090, H95 1.090
82 C 5.32927 0.18727 1.90012  C78 1.530, H96 1.090, H97 1.090, H98 1.090
83 C 3.19209 4.45334 2.90404  C74 1.541, H99 1.090, H100 1.090, H101 1.090
84 H 2.58690 3.35968 -0.33177  C73 1.090
85 H 3.55995 4.71644 0.14684  C73 1.090
86 H 1.78399 4.58176 0.59392  C73 1.090
87 H 0.87115 3.14444 2.50219  C75 1.090
88 H 1.40092 2.11493 1.16354  C75 1.090
89 H 0.88463 0.82400 3.05097  C76 1.090
90 H 1.97007 1.74647 4.01393  C76 1.090
91 H 2.89267 -0.21976 1.81788  C77 1.090
92 H 3.13664 -0.28625 3.48596  C77 1.090
93 H 5.64312 2.28939 3.86215  C81 1.090
94 H 4.11298 1.95140 4.72347  C81 1.090
95 H 5.28061 0.70848 4.31120  C81 1.090
96 H 6.32394 0.62776 1.83151  C82 1.090
97 H 5.22866 -0.66330 2.57430  C82 1.090
98 H 5.13053 -0.09627 0.86658  C82 1.090
99 H 3.16078 3.98450 3.88756  C83 1.090
100 H 2.40574 5.20674 2.85784  C83 1.090
101 H 4.21324 4.82867 2.83703  C83 1.090
102 H 5.23326 2.97670 0.18688  O80 0.960
103 C 2.67595 -2.23745 -2.81325  C104 1.513, H114 1.090, H115 1.090, H116 1.090
104 C 3.46499 -0.94704 -2.84396  C103 1.513, C105 1.592, N109 1.504, C113 1.494
105 C 4.95118 -1.12168 -2.30180  C104 1.592, C106 1.510, H117 1.090, H118 1.090
106 C 5.87648 -1.76651 -3.30630  C105 1.510, C107 1.553, H119 1.090, H120 1.090
107 C 5.91256 -0.98762 -4.64889  C106 1.553, C108 1.503, H121 1.090, H122 1.090
108 C 4.52679 -0.98923 -5.23145  C107 1.503, N109 1.508, C111 1.551, C112 1.473
109 N 3.58305 -0.37364 -4.22914  C104 1.504, C108 1.508, O110 1.410
110 O 2.35670 0.07620 -4.76052  N109 1.410, H132 0.960
111 C 4.66704 -0.02206 -6.43546  C108 1.551, H123 1.090, H124 1.090, H125 1.090
112 C 4.02928 -2.28865 -5.71450  C108 1.473, H126 1.090, H127 1.090, H128 1.090
113 C 2.96879 0.10897 -1.91075  C104 1.494, H129 1.090, H130 1.090, H131 1.090
114 H 3.28118 -3.14265 -2.86229  C103 1.090
115 H 1.80802 -2.26134 -3.47221  C103 1.090
116 H 2.27721 -2.22569 -1.79887  C103 1.090
117 H 5.45343 -0.18691 -2.05272  C105 1.090
118 H 4.82575 -1.76507 -1.43092  C105 1.090
119 H 5.68148 -2.82618 -3.47116  C106 1.090
120 H 6.89565 -1.77517 -2.91988  C106 1.090
121 H 6.59817 -1.41391 -5.38122  C107 1.090
122 H 6.32365 0.01055 -4.49800  C107 1.090
123 H 4.89436 0.96704 -6.03784  C111 1.090
124 H 5.44984 -0.40935 -7.08764  C111 1.090
125 H 3.69725 0.11516 -6.91377  C111 1.090
126 H 3.89940 -3.01637 -4.91346  C112 1.090
127 H 3.04940 -2.20621 -6.18476  C112 1.090
128 H 4.69794 -2.77473 -6.42494  C112 1.090
129 H 3.57309 1.01600 -1.89561  C113 1.090
130 H 2.90928 -0.27830 -0.89361  C113 1.090
131 H 1.94806 0.44284 -2.09717  C113 1.090
132 H 2.50637 1.00801 -4.93639  O110 0.960
133 C -4.60344 3.04493 0.23870  C134 1.519, H136 1.090, H137 1.090, H138 1.090
134 C -4.01337 3.24914 1.62299  C133 1.519, O135 1.454, H139 1.090, H140 1.090
135 O -4.65441 2.36362 2.58095  C134 1.454, H141 0.960
136 H -4.04730 3.71693 -0.41492  C133 1.090
137 H -5.63692 3.38996 0.20726  C133 1.090
138 H -4.59379 2.03854 -0.17985  C133 1.090
139 H -4.23500 4.25188 1.98835  C134 1.090
140 H -2.95294 3.00812 1.54896  C134 1.090
141 H -3.96817 1.74153 2.83328  O135 0.960
142 C -2.32670 2.47421 5.55839  C143 1.544, H145 1.090, H146 1.090, H147 1.090
143 C -1.70150 1.76852 4.33564  C142 1.544, O144 1.426, H148 1.090, H149 1.090
144 O -2.63422 0.82110 3.82011  C143 1.426, H150 0.960
145 H -3.17121 3.14096 5.38419  C142 1.090
146 H -1.56805 3.00423 6.13426  C142 1.090
147 H -2.74928 1.81580 6.31734  C142 1.090
148 H -0.74382 1.36878 4.66905  C143 1.090
149 H -1.47329 2.52655 3.58637  C143 1.090
150 H -2.23238 0.35741 3.08179  O144 0.960
151 C -0.63410 -4.74946 -1.80652  C152 1.556, H154 1.090, H155 1.090, H156 1.090
152 C -2.02090 -4.33105 -1.23776  C151 1.556, O153 1.373, H157 1.090, H158 1.090
153 O -2.10091 -4.74980 0.06762  C152 1.373, H159 0.960
154 H -0.62373 -5.81098 -2.05384  C151 1.090
155 H 0.19325 -4.57166 -1.11951  C151 1.090
156 H -0.41500 -4.23442 -2.74184  C151 1.090
157 H -2.82536 -4.79436 -1.80899  C152 1.090
158 H -2.02732 -3.24313 -1.30477  C152 1.090
159 H -2.18394 -5.70547 0.03036  O153 0.960